17
Properties=species:S:1:pos:R:3:lowdin_charge:R:1 method="wB97M-V/def2-TZVPD" smiles=CCO.CC e_lumo_ev=0.8857 homo_energy_ev=-10.41 relative_energy_ev=1.816 total_charge=0
C 1.20710 0.99324 -0.02743 -0.122
C 0.42086 0.58327 -1.17624 -0.303
O 0.51283 1.67113 -2.21092 -0.130
H 2.30234 1.20278 -0.11667 0.086
H 1.14553 0.30522 0.90768 0.084
H 1.04632 2.00054 0.45202 0.089
H 0.81182 -0.31026 -1.61700 0.111
H -0.54889 0.53919 -1.02406 0.044
H -0.45179 2.05153 -2.24334 0.125
C -1.21289 -1.79369 0.88356 -0.178
C -0.78646 -1.37401 2.30248 -0.178
H -1.10827 -2.95265 0.69434 0.098
H -2.23406 -1.54138 0.67740 0.039
H -0.63079 -1.29712 0.01516 0.049
H -0.31596 -0.38442 2.30734 0.037
H -0.19726 -2.21112 2.78180 0.078
H -1.69319 -1.22420 2.95849 0.072

17
Properties=species:S:1:pos:R:3:lowdin_charge:R:1 method="wB97M-V/def2-TZVPD" smiles=CCO.CC e_lumo_ev=0.9840 homo_energy_ev=-10.32 relative_energy_ev=0.788 total_charge=0
C -0.46665 -1.98940 0.58031 -0.080
C 0.37606 -1.53901 1.74832 -0.307
O 1.58392 -2.29138 1.90873 -0.086
H -0.05049 -2.89835 0.13457 0.077
H -0.51237 -1.33139 -0.28629 0.044
H -1.48514 -2.24971 0.85423 0.073
H 0.58040 -0.46026 1.75454 0.102
H -0.13812 -1.71606 2.66501 0.097
H 2.01645 -2.37327 1.04901 0.079
C -0.49751 1.51686 -0.89358 -0.176
C 0.00947 2.69385 -1.72171 -0.166
H -1.51110 1.64423 -0.50146 0.072
H -0.33892 0.59684 -1.44324 0.051
H -0.00981 1.44965 0.04875 0.037
H -0.16767 2.53491 -2.79189 0.061
H 1.09378 2.79714 -1.70061 0.060
H -0.48229 3.61537 -1.40470 0.063

18
Properties=species:S:1:pos:R:3:lowdin_charge:R:1 method="wB97M-V/def2-TZVPD" smiles=CCO.CCO e_lumo_ev=0.8631 homo_energy_ev=-9.91 relative_energy_ev=1.008 total_charge=0
C 1.90507 1.63874 -2.00797 -0.074
C 0.80395 1.14542 -1.06101 -0.286
O 0.94636 -0.28262 -0.81742 -0.120
H 2.77268 1.99359 -1.45898 0.071
H 2.10579 0.80761 -2.68792 0.079
H 1.53539 2.44108 -2.63437 0.067
H -0.19571 1.24845 -1.45388 0.114
H 0.87506 1.62255 -0.08700 0.108
H 1.84019 -0.46956 -0.46962 0.101
C -1.19484 -1.95169 1.50730 -0.107
C -1.93836 -0.64748 1.69301 -0.304
O -1.43314 0.34360 0.81418 -0.089
H -0.10146 -1.96296 1.66220 0.071
H -1.59877 -2.89022 1.88552 0.069
H -0.98457 -2.10102 0.42401 0.076
H -1.80784 -0.33080 2.72154 0.101
H -2.98636 -0.79059 1.47678 0.107
H -0.54344 0.18590 0.49362 0.015

18
Properties=species:S:1:pos:R:3:lowdin_charge:R:1 method="wB97M-V/def2-TZVPD" smiles=CC[C@H](C)O.O e_lumo_ev=0.6530 homo_energy_ev=-9.92 relative_energy_ev=2.118 total_charge=0
C -0.12319 1.97572 0.11898 -0.106
C -0.42385 0.55880 0.59543 -0.271
C 0.56826 -0.60907 0.33267 -0.413
C -0.10059 -1.85878 0.99185 -0.062
O 1.80415 -0.21726 0.97521 -0.080
H 0.41249 1.84947 -1.00246 0.136
H 0.41876 2.55997 0.76008 0.023
H -1.00508 2.54623 -0.10873 0.051
H -0.91110 0.62027 1.59575 0.104
H -1.52337 0.16200 0.32666 0.135
H 1.03776 -0.58277 -0.69254 0.144
H 0.66302 -2.61853 0.99796 0.062
H -0.67539 -1.79972 1.90009 0.066
H -0.92171 -2.20402 0.22126 0.109
H 1.61146 -0.10709 1.92157 0.092
O -0.01965 0.22013 -3.18095 -0.141
H -1.02241 0.22403 -2.83202 0.108
H 0.21043 -0.71939 -2.92083 0.044

18
Properties=species:S:1:pos:R:3:lowdin_spin:R:1 method="wB97M-V/def2-TZVPD" e_lumo_ev="-4.0122 / -10.6589" homo_energy_ev="-12.69 / -12.69" spin_multiplicity=2 s_squared=0.754 relative_energy_ev=3.101 total_charge=+1
C 2.47396 0.22352 -0.61735 0.000
O 3.30655 -0.80246 -0.15467 0.000
C 3.35954 1.44078 -0.81286 0.000
H 1.78552 0.56596 0.09374 0.000
H 1.79346 -0.30561 -1.38132 0.000
H 3.30873 -0.83954 0.77920 0.000
H 3.63806 1.89968 0.20598 0.000
H 2.82493 2.18647 -1.42893 0.000
H 4.25851 1.14319 -1.40507 0.000
C -2.43358 -0.84729 0.20262 0.159
O -2.31027 0.24915 -0.70305 0.596
C -3.59096 -0.72537 1.17036 0.048
H -1.54063 -0.82399 0.88390 0.071
H -2.25559 -1.69139 -0.42501 0.078
H -3.26142 0.47979 -0.82838 0.004
H -3.97607 0.26899 0.91749 0.001
H -3.12143 -0.81458 2.27182 0.032
H -4.25932 -1.60730 1.23154 0.009

19
Properties=species:S:1:pos:R:3:lowdin_charge:R:1 method="wB97M-V/def2-TZVPD" smiles=COCCCS.O e_lumo_ev=0.5742 homo_energy_ev=-9.13 relative_energy_ev=0.843 total_charge=0
C 0.00000 0.00000 0.00000 -0.145
O -0.25310 -0.67483 1.16624 -0.176
C 0.73045 -1.63758 1.46955 -0.281
C 0.54656 -2.07313 2.85788 -0.307
C 1.61239 -2.99639 3.40774 -0.547
S 1.45671 -2.89753 5.23967 0.689
H -0.58376 0.93585 0.00465 0.096
H -0.24089 -0.56035 -0.91902 0.092
H 1.07308 0.25478 -0.01438 0.085
H 1.72423 -1.17119 1.32688 0.128
H 0.67858 -2.52693 0.81242 0.139
H 0.57578 -1.10371 3.39156 0.114
H -0.42233 -2.55582 3.08961 0.130
H 2.65307 -2.69059 3.18657 0.067
H 1.50622 -4.06047 3.12154 0.081
H 2.73581 -3.29248 5.41403 -0.159
O 5.28217 -2.16003 5.04006 -0.094
H 4.61736 -1.56535 5.45557 0.042
H 5.25969 -1.92767 4.08415 0.046

19
Properties=species:S:1:pos:R:3:lowdin_charge:R:1 method="wB97M-V/def2-TZVPD" smiles="C/C=C/CO.O.O" e_lumo_ev=0.4935 homo_energy_ev=-9.21 relative_energy_ev=1.807 total_charge=0
C 2.69190 -0.47461 -2.17043 -0.121
C 1.92304 -1.34285 -1.18619 -0.157
C 1.22309 -0.67987 -0.24120 -0.117
C 0.21858 -1.34378 0.71296 -0.254
O 0.10612 -0.75279 1.99318 -0.084
H 2.08734 0.34886 -2.52497 0.063
H 3.01240 -1.06103 -3.04789 0.070
H 3.56166 -0.04171 -1.65703 0.077
H 2.21573 -2.38962 -1.07098 0.104
H 1.30506 0.41449 -0.18063 0.113
H -0.75654 -1.11743 0.23100 0.114
H 0.70281 -2.31028 0.90508 0.126
H -0.11421 0.17957 1.96825 0.069
O -2.13039 1.38658 -1.46259 -0.055
H -2.44668 0.48289 -1.34075 0.031
H -1.58631 1.44865 -0.67733 0.006
O -2.68563 2.19892 1.98866 -0.050
H -3.00843 3.00213 2.39924 0.034
H -3.27700 1.50846 2.28650 0.032

19
Properties=species:S:1:pos:R:3:lowdin_spin:R:1 method="wB97M-V/def2-TZVPD" e_lumo_ev="-3.1238 / -9.5000" homo_energy_ev="-15.05 / -14.88" spin_multiplicity=2 s_squared=0.755 relative_energy_ev=1.481 total_charge=+1
C -0.44260 1.18255 -1.35645 0.013
C -0.98886 1.06584 0.04954 0.073
C -1.55753 -0.33068 0.37566 0.158
O -0.93717 -0.87577 1.47561 0.558
C 0.99340 0.73818 -1.39642 0.008
O 1.01369 -0.63647 -0.95341 0.032
H -0.99919 0.52938 -2.01893 0.001
H -0.56538 2.17989 -1.77276 0.005
H -0.20236 1.24164 0.79639 0.001
H -1.81336 1.73951 0.29597 0.024
H -2.62438 -0.35299 0.64547 0.019
H -1.45971 -1.07779 -0.45861 0.100
H 0.04955 -0.74450 1.40275 0.003
H 1.41604 0.82377 -2.38857 0.001
H 1.65762 1.28809 -0.71542 0.000
H 1.34761 -0.65843 -0.04640 0.001
H 1.06974 -2.38915 2.32865 0.000
H 2.39214 -2.07418 1.64252 0.000
O 1.65076 -1.64889 2.09441 0.004

20
Properties=species:S:1:pos:R:3:lowdin_charge:R:1 method="wB97M-V/def2-TZVPD" smiles="O=CCCCO.O.O" e_lumo_ev=0.3247 homo_energy_ev=-9.68 relative_energy_ev=1.388 total_charge=0
O 2.06686 2.25935 -1.62714 0.040
C 1.02826 2.17827 -1.00833 -0.252
C 0.10368 1.02154 -1.25197 -0.158
C 0.73232 -0.37428 -1.03714 -0.143
C -0.35356 -1.37129 -0.67187 -0.252
O 0.03494 -2.30801 0.32571 -0.063
H 0.77427 3.03307 -0.35608 0.123
H -0.26025 1.21371 -2.26604 0.127
H -0.80674 1.11575 -0.66514 0.077
H 1.21374 -0.69815 -1.95460 0.115
H 1.44995 -0.30571 -0.22463 0.115
H -1.23435 -0.87090 -0.27345 0.090
H -0.81038 -1.89679 -1.52466 0.126
H 0.62230 -2.95881 0.00007 0.081
O -1.85910 0.91157 1.53778 -0.044
H -2.19570 1.36028 2.31289 0.041
H -2.45806 0.17197 1.39157 0.043
O 1.00925 -0.84411 2.59256 -0.079
H 0.70366 -1.24159 1.74423 -0.003
H 0.23891 -0.39587 2.95621 0.015

20
Properties=species:S:1:pos:R:3:lowdin_charge:R:1 method="wB97M-V/def2-TZVPD" smiles="O=CCCCO.O.O" e_lumo_ev=0.5394 homo_energy_ev=-10.33 relative_energy_ev=1.919 total_charge=0
O 1.31824 1.11977 1.19230 0.024
C 0.91447 1.68617 0.19511 -0.251
C -0.46305 1.40396 -0.34264 -0.165
C -1.43520 0.57107 0.53898 -0.197
C -2.60563 -0.10869 -0.26456 -0.246
O -2.42643 -1.53279 -0.32011 -0.078
H 1.53267 2.41005 -0.38443 0.130
H -0.98559 2.45024 -0.23811 0.154
H -0.40110 0.85913 -1.32711 0.137
H -0.90267 -0.25736 1.02759 0.101
H -1.89625 1.13464 1.41438 0.128
H -2.70001 0.39204 -1.27932 0.122
H -3.54913 -0.02545 0.35619 0.124
H -1.51109 -1.71160 -0.43457 0.039
O 1.35619 -2.00432 -0.92350 -0.109
H 1.19504 -2.61763 -0.12031 0.085
H 1.99287 -1.37115 -0.55186 -0.037
O 3.60201 -0.83080 0.08634 -0.083
H 3.99741 -1.36153 0.80753 0.071
H 2.96726 -0.20575 0.56809 0.052